No. 1
Entry from the Open Molecules 2025 dataset: one molecule with the formula C3H5FN2 at a distorted geometry (ωB97M-V with the def2-TZVPD basis set).

Each line ends with the natural charge from an NBO analysis.
Atoms and positions in Å:
H -1.4015 -2.0042 -0.2153  0.337
N -1.7900 -1.0502 -0.1588  -0.688
C -0.8173 -0.2192 -0.0412  0.415
N -0.9872 1.1714 -0.0570  -0.827
C 0.6020 -0.6037 0.1774  -0.370
C 1.5943 0.1909 -0.1200  0.270
F 2.8292 -0.2772 -0.1041  -0.322
H -1.9620 1.4774 -0.0369  0.396
H -0.3833 1.7593 0.4446  0.379
H 0.7337 -1.6972 0.4495  0.233
H 1.5821 1.2528 -0.3383  0.176

Output
Orbital gap: 0.3838 hartree
Structure (SMILES): [H]/N=C(N)\C=C\F
Charge: 0
E_HOMO: -0.349 Eh
Energy above the lowest of the compared OMol25 structures with the same formula, charge and spin: 6.29 kcal/mol

=====

No. 2
Entry from the Open Molecules 2025 dataset: a 3-piece molecular cluster, C4H13NO2 overall at a distorted geometry (ωB97M-V with the def2-TZVPD basis set).

Each line ends with the Löwdin spin population.
Atoms and positions in Å:
C -0.4160 1.6744 0.0827  0.124
N 2.1317 0.0868 0.3209  0.094
C 0.9322 -0.4267 -0.0974  0.103
C -0.2330 0.2805 -0.3275  0.051
C 0.6795 -1.9136 -0.1816  0.088
H 0.0986 2.2498 -0.8255  0.020
H -1.4497 1.9721 0.1048  0.012
H 0.2623 1.9783 0.9835  0.058
H 3.0118 -0.3246 0.2117  0.051
H 2.2344 1.0008 0.7917  0.082
H -1.0248 -0.2994 -0.7647  0.006
H 1.3593 -2.4135 0.4718  0.018
H 0.8071 -2.4292 -1.1473  0.014
H -0.2510 -2.0058 0.2590  0.009
H -1.1516 -0.0343 2.7290  0.028
H -0.9225 0.3794 4.0034  0.057
O -1.4995 -0.2873 3.6482  0.123
H -2.2745 -0.0974 -3.6367  0.013
H -0.7139 0.0613 -3.2333  0.016
O -1.5804 0.5483 -3.3925  0.036

Output
Orbital gap (spin up / spin down): 0.0932 / 0.2657 hartree
Charge: -1
E_HOMO (spin up / spin down): 0.039 / -0.140 Eh
Energy above the lowest of the compared OMol25 structures with the same formula, charge and spin: 39.34 kcal/mol
Spin multiplicity: 2

=====

No. 3
Entry from the Open Molecules 2025 dataset: H26KrO13 as an isolated structure at a distorted geometry (ωB97M-V with the def2-TZVPD basis set).

Each line ends with the natural charge from an NBO analysis.
Atoms and positions in Å:
Kr 0.1700 -0.4948 0.0689  0.000
O -2.1850 0.5843 1.6726  -0.965
H -2.8066 1.2555 1.3910  0.466
H -1.3792 1.0664 1.8584  0.486
O 0.6210 -2.2227 -2.7477  -0.980
H -0.1371 -1.6392 -2.7148  0.475
H 0.7416 -2.5107 -1.8429  0.486
O 0.9299 2.8748 -1.4881  -0.964
H 1.4022 3.6217 -1.1202  0.466
H 0.0319 2.9803 -1.1740  0.490
O 1.5221 -3.6142 -0.2295  -0.973
H 0.9864 -3.3857 0.5302  0.487
H 2.3070 -3.0736 -0.1411  0.480
O 3.5010 -1.5022 -0.1576  -0.951
H 3.9216 -1.8566 -0.9409  0.487
H 4.1918 -1.4987 0.5050  0.480
O -3.3503 -2.4716 0.4545  -0.956
H -2.9353 -1.6202 0.5928  0.492
H -4.0747 -2.4899 1.0799  0.463
O 0.4642 -3.2781 2.5861  -0.949
H 0.2723 -2.5329 3.1555  0.474
H -0.3825 -3.7053 2.4565  0.481
O -1.9831 -1.3460 -2.9875  -0.965
H -2.8569 -1.6617 -2.7573  0.493
H -1.8207 -1.7043 -3.8601  0.487
O 2.2600 2.2822 2.1715  -0.968
H 2.9712 2.0008 1.5960  0.517
H 2.1834 1.5811 2.8187  0.473
O -3.0322 0.5712 -1.0694  -0.978
H -2.6136 0.2322 -1.8606  0.482
H -2.4080 1.2080 -0.7216  0.480
O -1.7226 3.0587 -0.7383  -0.971
H -1.2673 2.9936 0.1012  0.497
H -2.3153 3.8029 -0.6328  0.486
O -0.3675 2.6886 1.7251  -0.994
H -0.7222 3.1956 2.4554  0.479
H 0.5576 2.5713 1.9413  0.516
O 3.3737 1.5762 -0.4874  -0.993
H 3.4331 0.6353 -0.6528  0.487
H 2.5182 1.8276 -0.8357  0.498

Output
Orbital gap: 0.3668 hartree
Charge: 0
E_HOMO: -0.372 Eh
Energy above the lowest of the compared OMol25 structures with the same formula, charge and spin: 11.05 kcal/mol

=====

No. 4
Entry from the Open Molecules 2025 dataset: one molecule with the formula CH2OS3 at a distorted geometry (ωB97M-V with the def2-TZVPD basis set).

Each line ends with the natural charge from an NBO analysis.
Atoms and positions in Å:
O 0.2172 0.9655 1.7435  -0.852
S -0.5810 0.2292 0.5933  1.255
S -2.3674 0.8382 0.2222  -0.295
C 0.5848 -0.2441 -0.7294  -0.649
S 0.0357 -1.7333 0.3018  0.066
H 1.5233 0.1098 -0.3918  0.237
H 0.5873 -0.1654 -1.7396  0.238

Output
Orbital gap: 0.3164 hartree
Structure (SMILES): O=[S@@]1(=S)CS1
Charge: 0
E_HOMO: -0.355 Eh
Energy above the lowest of the compared OMol25 structures with the same formula, charge and spin: 33.65 kcal/mol

=====

No. 5
Entry from the Open Molecules 2025 dataset: a 2-piece molecular cluster, C6H12Si overall at a distorted geometry (ωB97M-V with the def2-TZVPD basis set).

Each line ends with the natural charge from an NBO analysis.
Atoms and positions in Å:
C 0.6129 -1.6671 -3.5542  -0.499
C 0.2018 -0.8279 -2.8236  -0.353
C -0.8778 -0.9517 0.7594  -0.617
C 1.3769 -0.0141 0.5952  -0.647
C -0.5931 1.2871 1.9775  -0.599
C -0.0921 0.3916 0.7754  -0.479
Si -0.4570 1.2709 -0.8404  1.241
H 0.5824 -2.4858 -4.2577  0.220
H -1.8541 -0.7484 0.5171  0.204
H -0.5579 -1.5176 -0.1409  0.251
H -0.6122 -1.4415 1.7991  0.217
H 2.0776 0.6748 0.0898  0.219
H 1.3884 -0.9331 -0.0725  0.260
H 1.7199 -0.1165 1.5823  0.214
H 0.0563 2.1161 1.9390  0.210
H -1.5722 1.4032 1.8205  0.207
H -0.3380 0.6869 2.8369  0.215
H -1.7748 0.9918 -1.4637  -0.138
H 0.7131 1.8811 -1.5393  -0.124

Output
Orbital gap: 0.2722 hartree
Charge: 0
E_HOMO: -0.320 Eh
Energy above the lowest of the compared OMol25 structures with the same formula, charge and spin: 157.23 kcal/mol

=====

No. 6
Entry from the Open Molecules 2025 dataset: C6H7BrN2 as an isolated structure at a distorted geometry (ωB97M-V with the def2-TZVPD basis set).

Each line ends with the natural charge from an NBO analysis.
Atoms and positions in Å:
C -5.0995 -1.2848 0.1520  0.156
C -0.8839 0.9978 0.1895  0.344
C -0.2819 -0.3223 -0.1132  -0.536
C 1.2027 0.0044 0.1597  -0.427
C 1.1765 1.4671 0.7042  -0.242
C -4.7901 -0.2151 -0.6482  -0.359
N -5.4204 -2.1204 0.8827  -0.263
N -0.2077 1.9316 0.6171  -0.450
Br -3.3756 0.9434 -0.0576  0.229
H -0.6867 -1.0820 0.5581  0.238
H -0.4810 -0.6327 -1.1380  0.234
H 1.6356 -0.6815 0.8853  0.219
H 1.7861 -0.0534 -0.7577  0.215
H 1.4823 1.5299 1.7493  0.204
H 1.7963 2.1437 0.1177  0.205
H -4.8854 -0.2605 -1.7190  0.232

Output
Orbital gap (spin up / spin down): 0.2428 / 0.3020 hartree
Charge: 0
E_HOMO (spin up / spin down): -0.301 / -0.334 Eh
Energy above the lowest of the compared OMol25 structures with the same formula, charge and spin: 78.13 kcal/mol